Record 1
A structure of composition C7H10 at a distorted geometry, computed with wB97M-V/def2-TZVPD.

```
17
Properties=species:S:1:pos:R:3:forces:R:3
C 1.458397 0.174272 1.344315 -0.26 -0.33 -0.08
C 1.366989 0.634191 -0.008582 -0.10 0.41 -0.15
C 1.071073 -0.819160 -0.300399 0.06 -0.25 0.41
C -0.187062 -0.510982 -1.129200 0.13 -0.10 0.22
C -1.546531 -0.791235 -0.491962 -0.08 -0.04 0.11
C -1.313885 0.480301 0.372318 -0.09 0.23 0.20
C -0.079295 0.885065 -0.499860 -0.09 0.53 -0.13
H 2.449597 0.267812 1.815582 -0.25 -1.10 -0.47
H 0.663536 0.071218 2.058558 -0.35 0.42 -0.22
H 2.194066 1.186438 -0.454574 -0.13 0.14 0.07
H 1.415005 -1.791360 -0.007944 1.03 -0.06 -0.38
H -0.082675 -0.627785 -2.224840 0.32 -0.24 0.56
H -1.616221 -1.760753 0.012943 -0.08 0.24 0.06
H -2.402967 -0.691677 -1.170761 0.23 0.03 0.07
H -2.122580 1.208805 0.314916 0.02 -0.03 0.06
H -1.110458 0.270589 1.424352 -0.04 0.15 -0.16
H -0.156993 1.814263 -1.054858 -0.33 -0.01 -0.20
```
Forces are in eV/Å.

## Properties
- Charge: 0
- Total energy: -272.536593 Eh
- Energy relative to the best compared isomer or geometry (same formula, charge and spin): 113.8 kcal per mole
- Kohn-Sham gap: 8.73 eV
- Multiplicity: 1

Just the natural (NBO) charges please, in e? Sure, here they are:
1. C -0.37
2. C -0.27
3. C -0.22
4. C -0.23
5. C -0.41
6. C -0.40
7. C -0.20
8. H 0.21
9. H 0.20
10. H 0.21
11. H 0.22
12. H 0.21
13. H 0.20
14. H 0.20
15. H 0.21
16. H 0.21
17. H 0.21

***

Record 2
A structure of composition C22H35BrO2P2Sr at a distorted geometry, computed with wB97M-V/def2-TZVPD.

```
63
Properties=species:S:1:pos:R:3:forces:R:3
P 4.351152 1.196549 0.190105 3.35 0.34 2.74
P 3.460468 -0.970331 -2.317211 0.82 -2.29 -1.29
C 5.500234 0.249458 -0.894058 0.13 0.18 -0.97
C 4.988859 0.047750 -2.317557 0.86 -0.39 -0.11
H 5.602327 -0.745057 -0.445393 0.00 0.20 0.16
H 6.488796 0.724329 -0.875410 -0.14 -0.04 0.01
H 4.772179 1.012966 -2.827601 0.09 -0.39 0.15
H 5.727783 -0.482988 -2.946490 -0.07 0.43 0.26
C 3.749793 -2.523138 -1.378953 0.33 -0.21 0.19
H 3.025007 -3.270203 -1.728050 0.07 0.29 -0.12
H 3.531185 -2.399429 -0.309157 0.06 0.20 -0.28
H 4.749998 -2.954806 -1.478101 -0.01 0.06 -0.11
C 3.550181 -1.432809 -4.071278 -0.22 -0.38 -0.18
H 4.494769 -1.955552 -4.283431 -0.28 0.09 -0.07
H 3.475813 -0.523136 -4.679300 0.06 -0.15 0.13
H 2.677415 -2.056516 -4.310678 0.67 0.42 -0.01
C 5.491558 0.939780 1.611988 -0.11 -0.05 0.49
H 5.166540 1.504268 2.488299 -0.03 -0.12 -0.04
H 6.490001 1.285225 1.311037 -0.23 -0.04 0.07
H 5.554440 -0.123933 1.864222 -0.04 0.24 0.01
C 4.822441 3.007474 -0.021099 -0.26 -0.25 -0.53
H 4.055246 3.549664 -0.602170 0.42 0.00 0.18
H 5.805750 3.086461 -0.516165 -0.42 0.04 0.16
H 4.885234 3.461657 0.983245 -0.16 -0.27 -0.42
Sr 2.231259 1.104176 -1.380909 -6.01 2.38 -0.86
C 1.964022 -0.286178 3.487947 -3.87 0.03 -0.73
C 3.294749 -0.404155 3.688328 4.06 -0.48 0.29
C 4.017531 0.113303 4.884420 -0.07 0.29 0.21
C 3.283409 1.323375 5.519196 0.80 -0.58 -0.14
C 3.327309 2.508533 4.597462 -0.12 0.46 -0.36
C 2.669856 2.819422 3.458766 0.99 1.03 1.40
C 1.712065 2.195843 2.525780 -0.91 -1.06 -0.30
C 1.308894 0.678373 2.547717 -0.48 0.46 0.32
C -0.440216 2.731681 -1.125967 1.74 -0.55 -0.07
H 1.302186 -1.131242 3.741666 0.20 0.08 -0.20
H 3.911510 -1.034328 3.027823 -0.30 -0.19 0.24
H 5.053546 0.391744 4.612942 -0.32 -0.04 0.18
H 4.104813 -0.716096 5.611581 0.00 0.25 -0.02
H 2.263247 1.058439 5.823218 0.17 -0.03 -0.23
H 3.839431 1.596002 6.428536 -0.32 -0.06 -0.16
H 4.065002 3.248102 4.951586 -0.69 0.03 -0.25
H 2.769436 3.896913 3.225576 0.40 -0.60 -0.31
H 2.062786 2.420567 1.496886 -0.30 0.20 0.46
H 0.765962 2.739458 2.672905 0.26 0.08 -0.42
H 0.221924 0.612259 2.730858 0.40 0.08 -0.21
H 1.440313 0.276930 1.523982 -0.05 0.02 0.16
H -0.827498 3.130494 -2.075046 0.06 -0.16 0.58
H -0.075432 3.472305 -0.398026 -0.70 -0.10 -0.18
H -0.957338 1.856019 -0.701344 0.01 0.55 -0.14
Br 0.837697 -3.478111 -4.255634 -0.60 -0.12 0.13
C -0.809601 -2.980699 -3.438222 -1.08 0.58 0.46
C -1.912370 -3.814569 -3.660277 0.22 0.09 0.36
C -3.100923 -3.601501 -2.956016 0.19 0.20 -0.03
C -3.249965 -2.476891 -2.139435 0.28 0.09 -0.10
C -2.180646 -1.593151 -1.989230 0.08 -0.26 -0.35
C -0.946389 -1.844612 -2.610973 0.15 -0.52 -0.11
C 0.189148 -0.901677 -2.291989 1.35 1.42 0.47
O 0.602950 -0.870870 -1.066020 -0.40 -0.05 -1.61
O 0.668891 -0.146251 -3.204031 -0.45 -1.20 1.21
H -1.818724 -4.641749 -4.360632 -0.02 0.05 0.29
H -3.897666 -4.337052 -3.029883 0.03 0.23 -0.17
H -4.191842 -2.266438 -1.625916 0.32 -0.19 -0.19
H -2.282550 -0.682290 -1.398134 0.07 -0.31 -0.06
```
Forces are in eV/Å.

## Properties
- Charge: 0
- Total energy: -4296.953829 Eh
- Energy relative to the best compared isomer or geometry (same formula, charge and spin): 136.6 kcal per mole
- Kohn-Sham gap (spin up / spin down): 5.01 / 5.02 eV
- Multiplicity: 1

Just the Löwdin charges please, in e? Sure, here they are:
1. P 0.75
2. P 0.72
3. C -0.45
4. C -0.45
5. H 0.08
6. H 0.09
7. H 0.09
8. H 0.09
9. C -0.24
10. H 0.04
11. H 0.04
12. H 0.05
13. C -0.29
14. H 0.05
15. H 0.06
16. H -0.09
17. C -0.28
18. H 0.03
19. H 0.06
20. H 0.04
21. C -0.25
22. H 0.03
23. H 0.05
24. H 0.05
25. Sr 1.11
26. C -0.12
27. C -0.15
28. C -0.20
29. C -0.20
30. C -0.12
31. C -0.13
32. C -0.19
33. C -0.17
34. C -0.24
35. H 0.12
36. H 0.10
37. H 0.10
38. H 0.12
39. H 0.12
40. H 0.10
41. H 0.10
42. H 0.11
43. H 0.06
44. H 0.12
45. H 0.12
46. H 0.08
47. H -0.11
48. H -0.14
49. H -0.11
50. Br 0.85
51. C -0.57
52. C -0.14
53. C -0.09
54. C -0.07
55. C -0.01
56. C -0.16
57. C -0.67
58. O -0.20
59. O -0.15
60. H 0.09
61. H 0.10
62. H 0.11
63. H 0.12

***

Record 3
The ion C6H8NS with charge +1 at a distorted geometry, computed with wB97M-V/def2-TZVPD.

```
16
Properties=species:S:1:pos:R:3:forces:R:3
C 2.130066 -1.207546 0.417228 -0.07 -0.07 -0.19
C 0.994190 -0.667496 -0.137821 0.15 0.01 0.15
C 2.375811 -0.739704 1.706157 -0.51 0.42 0.05
C 0.337733 0.241139 0.731384 0.02 0.29 0.56
C -1.731030 0.919043 -0.656410 -0.71 0.18 -0.10
C -0.792806 0.973462 0.531520 -0.02 -0.91 -1.80
N -1.619328 0.109930 -1.886600 1.35 0.31 1.47
S 1.241851 0.369186 2.255392 0.00 -0.24 -0.45
H 2.772128 -1.917223 -0.072006 0.10 -0.09 -0.10
H 0.649564 -0.856542 -1.138429 -0.10 -0.06 -0.17
H 3.202844 -1.025902 2.330959 0.14 -0.04 0.15
H -2.706343 0.731491 -0.161604 0.13 0.16 0.12
H -1.812153 1.965250 -0.988489 -0.02 -0.03 0.18
H -1.115671 1.680066 1.282146 -0.08 0.06 0.15
H -1.531408 -0.883722 -1.714123 -0.33 0.06 -0.05
H -2.395446 0.308570 -2.499304 -0.04 -0.06 0.03
```
Forces are in eV/Å.

## Properties
- Charge: +1
- Total energy: -686.071103 Eh
- Energy relative to the best compared isomer or geometry (same formula, charge and spin): 0.0 kcal per mole
- Kohn-Sham gap: 7.43 eV
- Multiplicity: 1

Just the natural (NBO) charges please, in e? Sure, here they are:
1. C -0.26
2. C -0.06
3. C -0.25
4. C -0.31
5. C -0.30
6. C 0.10
7. N -0.83
8. S 0.60
9. H 0.27
10. H 0.26
11. H 0.27
12. H 0.24
13. H 0.26
14. H 0.24
15. H 0.37
16. H 0.40